# C72H171N5O22

16 unconnected molecules or ions with the total composition C72H171N5O22 (ωB97M-V/def2-TZVPD, the Open Molecules 2025 dataset).

Atoms and positions in Å:
1 C -6.637 -1.104 1.309
2 C -5.547 -1.243 2.414
3 C -5.630 -2.534 3.177
4 O -4.208 -1.010 1.937
5 H -7.623 -1.194 1.684
6 H -6.555 -1.949 0.600
7 H -6.487 -0.138 0.861
8 H -5.671 -0.420 3.149
9 H -5.539 -3.385 2.516
10 H -6.547 -2.660 3.720
11 H -4.813 -2.532 3.882
12 H -4.003 -1.842 1.425
13 C -0.963 -1.184 -0.388
14 C -0.443 -0.213 -1.345
15 C 0.088 1.025 -0.650
16 O 0.667 -0.623 -2.176
17 H -1.385 -2.056 -0.957
18 H -1.730 -0.750 0.170
19 H -0.167 -1.476 0.317
20 H -1.137 0.092 -2.136
21 H 0.380 1.817 -1.326
22 H 1.046 0.659 -0.150
23 H -0.608 1.365 0.096
24 H 1.466 -0.877 -1.715
25 C -0.972 -3.141 -6.226
26 C -0.169 -2.125 -5.407
27 C -0.569 -0.714 -5.825
28 O -0.343 -2.357 -4.004
29 H -0.874 -2.962 -7.316
30 H -2.054 -3.138 -6.003
31 H -0.629 -4.099 -5.958
32 H 0.921 -2.236 -5.557
33 H -1.610 -0.593 -5.848
34 H -0.151 -0.513 -6.837
35 H -0.180 0.092 -5.190
36 H 0.187 -1.736 -3.425
37 C 2.138 -4.074 0.575
38 C 2.469 -5.552 1.056
39 C 3.344 -5.617 2.293
40 O 1.239 -6.219 1.255
41 H 3.028 -3.437 0.501
42 H 1.524 -3.603 1.336
43 H 1.633 -4.073 -0.393
44 H 3.001 -6.038 0.253
45 H 4.330 -5.155 2.178
46 H 3.461 -6.624 2.651
47 H 2.861 -5.044 3.159
48 H 0.729 -5.643 1.773
49 C 0.267 3.348 -3.798
50 C 1.687 2.849 -3.760
51 C 2.422 3.261 -2.477
52 O 1.785 1.424 -3.980
53 H -0.453 3.011 -3.035
54 H -0.310 3.033 -4.681
55 H 0.328 4.466 -3.788
56 H 2.273 3.296 -4.627
57 H 2.035 4.252 -2.174
58 H 3.523 3.431 -2.583
59 H 2.216 2.599 -1.615
60 H 1.424 0.966 -3.205
61 C -4.373 -1.320 -4.513
62 C -4.946 -1.699 -3.128
63 C -6.539 -1.511 -3.017
64 C -7.288 -2.624 -3.800
65 C -6.922 -3.959 -3.187
66 C -5.458 -4.203 -3.245
67 N -4.728 -3.037 -2.675
68 O -3.320 -3.307 -2.332
69 C -5.105 -5.425 -2.360
70 C -5.087 -4.642 -4.709
71 C -4.312 -0.792 -2.057
72 H -3.308 -1.364 -4.553
73 H -4.594 -0.287 -4.794
74 H -4.702 -2.003 -5.322
75 H -6.733 -1.542 -1.937
76 H -6.956 -0.517 -3.358
77 H -6.985 -2.528 -4.838
78 H -8.377 -2.367 -3.769
79 H -7.413 -4.759 -3.760
80 H -7.241 -4.041 -2.165
81 H -4.065 -5.868 -2.444
82 H -5.192 -5.198 -1.282
83 H -5.783 -6.285 -2.532
84 H -5.246 -5.756 -4.940
85 H -5.502 -4.110 -5.553
86 H -4.017 -4.562 -4.685
87 H -4.742 -0.921 -1.109
88 H -4.411 0.264 -2.351
89 H -3.218 -0.930 -1.999
90 H -2.733 -2.984 -3.000
91 C -3.946 8.005 0.268
92 C -3.506 7.010 -0.816
93 C -2.131 6.458 -0.581
94 C -1.808 5.138 -1.192
95 C -2.905 4.056 -0.946
96 C -4.279 4.541 -1.433
97 N -4.453 5.782 -0.697
98 O -5.782 6.263 -0.810
99 C -4.444 4.513 -2.994
100 C -5.420 3.599 -0.879
101 C -3.592 7.713 -2.164
102 H -4.537 7.515 0.997
103 H -4.573 8.819 -0.142
104 H -3.045 8.481 0.673
105 H -1.319 7.167 -0.809
106 H -1.957 6.296 0.502
107 H -0.878 4.732 -0.730
108 H -1.552 5.123 -2.216
109 H -2.995 3.796 0.115
110 H -2.531 3.122 -1.426
111 H -5.378 5.014 -3.271
112 H -3.690 5.202 -3.458
113 H -4.399 3.509 -3.424
114 H -5.514 3.777 0.216
115 H -6.352 3.914 -1.361
116 H -5.148 2.572 -1.027
117 H -4.606 8.023 -2.385
118 H -3.219 7.232 -3.084
119 H -3.137 8.642 -2.003
120 H -5.991 6.327 -1.787
121 C -0.814 -3.297 6.516
122 C 0.563 -3.070 5.809
123 C 0.532 -3.365 4.259
124 C -0.217 -2.383 3.455
125 C 0.462 -1.040 3.629
126 C 0.651 -0.632 5.077
127 N 1.231 -1.769 5.925
128 O 1.350 -1.451 7.364
129 C 1.736 0.489 5.076
130 C -0.612 -0.014 5.710
131 C 1.508 -4.114 6.387
132 H -1.091 -4.337 6.501
133 H -1.671 -2.855 6.023
134 H -0.699 -2.913 7.543
135 H 1.593 -3.348 4.007
136 H 0.082 -4.347 4.264
137 H -1.243 -2.429 3.777
138 H -0.281 -2.601 2.419
139 H 0.080 -0.134 3.121
140 H 1.479 -1.081 3.286
141 H 1.868 0.738 6.114
142 H 2.704 0.208 4.622
143 H 1.337 1.329 4.414
144 H -0.515 0.243 6.800
145 H -0.869 0.925 5.195
146 H -1.507 -0.608 5.617
147 H 0.996 -5.066 6.314
148 H 1.562 -3.850 7.461
149 H 2.517 -4.173 5.966
150 H 2.254 -1.176 7.358
151 C 0.257 8.051 2.326
152 C 1.066 6.863 2.932
153 C -0.015 5.917 3.655
154 C 0.457 4.482 3.753
155 C 0.938 3.970 2.440
156 C 2.108 4.719 1.965
157 N 1.610 6.113 1.752
158 O 2.601 6.896 1.130
159 C 3.330 4.687 2.918
160 C 2.608 4.109 0.624
161 C 2.002 7.431 3.970
162 H 0.848 8.819 1.805
163 H -0.226 8.587 3.163
164 H -0.477 7.636 1.660
165 H -0.453 6.391 4.527
166 H -0.793 5.951 2.883
167 H -0.409 3.867 4.155
168 H 1.252 4.396 4.489
169 H 0.181 3.981 1.664
170 H 1.160 2.848 2.609
171 H 3.354 5.368 3.725
172 H 3.351 3.688 3.394
173 H 4.286 4.633 2.344
174 H 3.017 3.120 0.799
175 H 1.812 3.998 -0.095
176 H 3.436 4.646 0.181
177 H 1.628 8.430 4.337
178 H 3.013 7.652 3.623
179 H 2.037 6.855 4.861
180 H 3.271 7.040 1.790
181 C 4.419 -2.443 4.016
182 C 5.733 -1.793 3.995
183 C 6.666 -2.520 3.007
184 C 6.408 -2.149 1.580
185 C 6.568 -0.598 1.437
186 C 5.568 0.138 2.300
187 N 5.842 -0.354 3.709
188 O 5.001 0.305 4.604
189 C 5.964 1.611 2.267
190 C 4.122 0.094 1.842
191 C 6.362 -2.023 5.345
192 H 3.928 -2.521 3.028
193 H 3.624 -1.953 4.647
194 H 4.621 -3.400 4.455
195 H 7.730 -2.422 3.227
196 H 6.531 -3.584 3.125
197 H 5.465 -2.524 1.266
198 H 7.177 -2.587 0.975
199 H 6.401 -0.314 0.392
200 H 7.598 -0.300 1.719
201 H 5.282 2.188 2.851
202 H 6.955 1.623 2.643
203 H 5.951 1.903 1.210
204 H 3.624 -0.839 1.714
205 H 3.518 0.782 2.516
206 H 4.047 0.526 0.851
207 H 5.551 -2.025 6.073
208 H 7.250 -1.435 5.503
209 H 6.737 -3.017 5.327
210 H 5.575 0.575 5.344
211 C -0.092 -5.833 -3.022
212 C 0.570 -6.863 -2.066
213 O -0.321 -6.977 -0.993
214 O -0.124 -4.590 -2.303
215 H -1.092 -6.159 -3.314
216 H 0.558 -5.651 -3.930
217 H 1.527 -6.472 -1.776
218 H 0.685 -7.824 -2.558
219 H 0.115 -6.656 -0.218
220 H -0.343 -3.881 -2.944
221 C -2.273 -5.264 0.801
222 C -3.421 -4.544 1.483
223 O -4.181 -3.651 0.641
224 O -1.196 -4.361 0.616
225 H -2.589 -5.655 -0.240
226 H -1.876 -6.133 1.397
227 H -3.075 -4.008 2.373
228 H -4.144 -5.238 1.940
229 H -3.751 -3.667 -0.224
230 H -0.790 -4.577 -0.229
231 C 3.957 -2.911 -3.791
232 C 3.782 -2.808 -2.290
233 O 3.295 -1.567 -1.843
234 O 4.956 -2.006 -4.192
235 H 3.070 -2.672 -4.374
236 H 4.305 -3.938 -3.998
237 H 4.729 -3.079 -1.845
238 H 3.032 -3.494 -1.946
239 H 4.030 -0.962 -1.725
240 H 4.641 -1.262 -4.748
241 C -3.609 1.979 2.161
242 C -2.893 1.865 3.509
243 O -3.185 0.637 4.118
244 O -2.905 1.222 1.165
245 H -3.655 3.044 1.901
246 H -4.649 1.794 2.226
247 H -3.145 2.628 4.226
248 H -1.806 1.955 3.358
249 H -3.347 0.023 3.385
250 H -3.294 0.354 1.147
251 C 2.786 -0.005 -6.871
252 C 3.686 1.019 -7.545
253 O 3.607 2.264 -6.953
254 O 3.298 -0.171 -5.536
255 H 2.815 -1.011 -7.327
256 H 1.723 0.248 -6.759
257 H 3.510 1.083 -8.608
258 H 4.722 0.665 -7.520
259 H 2.939 2.791 -7.425
260 H 2.764 0.444 -4.919
261 C 6.326 1.608 -3.578
262 C 5.541 1.114 -2.388
263 O 5.842 -0.215 -2.104
264 O 5.924 0.862 -4.719
265 H 7.378 1.423 -3.524
266 H 6.107 2.685 -3.743
267 H 4.480 1.204 -2.688
268 H 5.638 1.705 -1.529
269 H 5.857 -0.707 -2.942
270 H 5.023 1.066 -5.008

Results
E_HOMO   -8.349 eV

Mulliken atomic charge list, values in e, 6 entries: C -1.301; C 0.695; C -1.235; O 0.554; H 0.601; H -0.003